Entry 1:
Computed, not measured: a structure of composition C26H74Cu3N4O13P in a non-equilibrium geometry, with ωB97M-V/def2-TZVPD.

Last column: Mulliken charge in e.
Atoms and positions in Å:
C1 -6.76908 0.99392 -0.24788  -1.6220
Cu1 -2.34653 1.10965 1.08260  0.1681
H1 -1.21142 5.35381 -4.21805  0.2177
N1 -1.94029 -0.53290 2.76295  -0.7931
H2 -0.36052 1.86513 -5.64526  0.2601
H3 0.05839 3.26765 5.55776  0.3459
H4 0.82408 1.09837 2.13259  -0.1717
H5 5.32591 2.67907 -0.28360  0.3884
C2 5.22231 -3.97409 5.02973  -0.7307
H6 1.56793 -1.76205 7.20849  0.2725
H7 -7.16323 -0.91441 -4.76059  0.3171
H8 6.21312 -3.94440 5.48308  0.2480
Cu2 -1.08271 -0.69330 -2.71256  0.0193
C3 -7.84216 -0.62814 -3.95735  -0.8336
H9 3.98802 -4.02676 -3.34201  0.4005
H10 1.58119 3.52118 4.51789  0.4023
H11 -0.69250 1.71734 3.56854  0.1778
C4 0.27168 3.52606 -0.33196  2.5448
H12 -4.09542 -4.60050 -3.93578  0.3861
C5 0.24176 2.63997 -5.17094  -1.1204
H13 2.81164 0.86603 -3.30970  0.1075
C6 -1.74964 -1.42592 3.95337  0.2422
O1 2.93499 0.30393 -0.76167  -0.4811
O2 -7.22195 -0.72639 -2.64858  -0.3505
C7 4.91718 1.75008 -0.68113  -1.5189
H14 -2.75693 -3.44642 -4.30766  0.2164
H15 2.97161 -0.82575 0.89801  0.0265
H16 -0.05208 3.10331 2.89499  0.0787
H17 4.06267 -2.86114 -4.47755  0.3757
H18 0.41420 4.89724 -3.50762  0.1570
O3 0.59085 -0.81811 -1.01134  2.4529
H19 -2.53559 -1.45862 4.70789  0.4026
H20 3.94912 0.49906 3.16853  0.3715
H21 -7.69982 0.42915 -0.19454  0.3599
H22 0.24501 5.70265 -0.72100  0.4167
H23 3.03614 2.20452 -1.30716  -0.0718
C8 4.38860 -0.46530 3.42338  -1.2171
O4 0.08505 -1.57329 5.76164  -0.4249
H24 -1.89456 -2.49394 -1.10449  0.1220
H25 -8.68213 -1.31444 -4.06476  0.2900
H26 0.80908 3.06793 -5.99744  0.4431
C9 2.37049 1.15441 -4.26381  -1.4761
O5 1.83415 -2.73374 -1.98492  -0.7192
C10 -5.65360 0.41515 -1.13636  0.6785
H27 1.97655 0.26334 -0.79829  -0.6588
H28 0.30875 5.25676 -5.21579  0.3609
H29 -1.01616 -0.16015 2.59825  0.0052
H30 -3.63792 0.87349 -1.42169  -0.1201
H31 -5.33826 -0.59105 -3.06199  0.2626
H32 2.16664 -0.89723 5.75325  0.0542
C11 0.80156 2.85015 4.87843  -1.5101
H33 1.55443 2.88677 -3.39139  0.0886
O6 5.24079 -3.00772 4.00444  -0.3238
C12 0.24123 2.27923 3.54534  0.2649
N2 2.78664 -1.35832 1.73601  -0.2662
H34 4.44720 -3.70149 5.74597  0.2795
H35 -8.05241 0.37338 -4.33264  0.3440
C13 3.43478 1.59530 -0.49597  0.3993
H36 -0.73893 0.13666 4.96726  0.1973
C14 0.30300 4.99030 0.10198  -1.7492
C15 1.16862 2.09168 -4.02943  1.0238
H37 3.10049 1.67371 -4.88471  0.5382
H38 1.21238 1.99827 5.42030  0.2485
C16 -0.25186 4.85948 -4.36963  -0.5725
H39 2.04870 0.27510 -4.82182  0.2965
C17 3.32323 -3.29866 -3.80679  -1.6638
H40 2.18899 -1.67129 -3.56530  -0.3034
C18 -3.12028 -3.62160 -2.16962  -0.0397
H41 -3.01789 -4.35810 -1.37262  0.3121
H42 5.51030 0.97773 -0.19145  0.2971
H43 3.18102 -2.77212 4.00213  0.2048
C19 -1.66237 -2.83995 3.51682  -1.2992
H44 0.28317 2.82876 0.50574  -1.0300
O7 -0.95138 3.37719 -0.97481  -0.7199
C20 1.30498 -1.08854 6.39281  -0.5007
N3 -4.46097 1.27736 -0.99793  -0.4115
H45 5.47188 -0.34887 3.39094  0.3928
H46 -0.76520 -3.05558 2.93658  0.0373
O8 -2.00751 -2.75933 -2.02014  -0.2342
H47 -2.57491 -5.10538 -3.67884  0.3479
C21 -6.04708 0.07943 -2.57606  -0.6607
H48 3.71581 -3.70059 2.63729  0.4032
H49 1.07186 3.24591 -1.01704  -0.5233
H50 -4.75147 2.01857 -1.61947  0.2924
Cu3 0.76668 -2.22659 0.81314  0.0279
H51 -3.92822 -2.93736 -1.91051  0.1198
C22 4.00694 -1.55917 2.43137  0.0356
N4 0.25895 1.29316 -3.21970  0.2757
H52 0.96437 -0.19115 6.90933  0.3600
O9 -1.42081 -1.72529 0.23310  -1.7214
H53 4.99189 -4.94506 4.59131  0.3049
H54 2.64411 -3.92417 -4.38613  0.3466
H55 1.24242 5.26143 0.58373  0.3736
H56 3.52521 -1.71792 -2.30176  -0.0221
H57 5.15827 1.56015 -1.72702  0.3167
H58 3.01171 2.04622 0.40169  0.1631
H59 -6.04408 1.05975 -3.05257  0.4245
P1 -0.65065 -0.41643 -0.19058  0.1291
H60 -7.15740 1.95903 -0.57328  0.3671
H61 -0.56969 5.18845 0.72427  0.3651
O10 -1.49427 0.60950 -0.92043  0.5676
H62 -2.56039 -2.95976 2.91076  0.3913
C23 4.02465 -2.91497 3.32686  -0.6831
O11 -0.81032 3.58138 -4.79259  -0.3082
C24 -0.40859 -0.84824 4.63719  0.1825
H63 1.33475 -1.93636 -1.79416  0.0109
H64 -1.77627 -3.58527 4.30399  0.4513
C25 2.79090 -2.27366 -2.88489  0.8939
H65 4.02756 -0.64924 4.43527  0.1349
H66 -0.53781 1.84353 -2.93270  0.2376
H67 4.86505 -1.54214 1.75947  0.5052
C26 -3.14651 -4.18044 -3.60229  -1.2080
O12 -0.03254 0.22730 1.13601  2.0821
H68 0.64993 1.02792 -2.32701  -0.7370
H69 2.16225 -0.79924 2.29963  -0.0680
H70 -5.47444 -0.55914 -0.68165  0.1499
H71 -2.03751 -1.06182 1.90803  0.4148
H72 -6.29714 1.08258 0.73064  0.3284
O13 1.25599 1.60831 2.82181  -0.5673
H73 -1.13463 2.43489 -0.96493  0.0910
H74 0.38683 -0.64908 3.91905  -0.1590

Computed properties:
DFT total energy: -203945.82900 eV
LUMO: -0.1361 eV
E_HOMO: -0.3272 hartree

Entry 2:
Computed, not measured: a cluster of 2 separate species, C7H10FN3O4 in total in a non-equilibrium geometry, with ωB97M-V/def2-TZVPD.

Last column: Löwdin spin population.
Atoms and positions in Å:
O1 0.59155 -0.96853 0.99625  0.0041
N1 -3.50319 0.90344 0.27943  0.3131
H1 -3.68532 2.69559 -0.50143  0.0028
O2 -0.55553 1.00233 0.96601  0.0096
F1 1.85462 0.06938 -0.99231  0.0024
H2 -0.91155 -2.33398 -1.33072  0.0031
O3 -4.42153 1.10456 1.05364  0.3950
C1 0.44108 0.30730 0.77329  0.0037
N2 -3.11472 -1.28844 0.93362  0.1510
H3 2.83804 -0.50206 1.22834  0.0000
H4 1.51318 1.99414 -0.06400  0.0004
N3 -2.09533 -0.54990 -0.97381  0.1595
C2 -1.53050 0.17936 -1.94347  0.6268
C3 -2.92925 -0.25740 0.11702  0.0244
H5 -2.21915 -3.07228 0.97922  0.0012
H6 3.75100 0.87828 0.75952  0.0000
C4 1.77377 0.89302 0.14184  0.0014
C5 -2.26682 -2.18816 0.50048  0.0499
C6 2.81684 0.51497 1.17473  0.0000
H7 -2.05796 0.95441 -2.36947  0.0417
O4 -3.24347 1.86720 -0.68014  0.0533
C7 -1.66784 -1.79818 -0.65522  0.1092
H8 -0.31896 -1.31535 1.09122  0.0023
H9 -0.67441 -0.04167 -2.46139  0.0451
H10 2.65267 1.12070 1.99763  0.0000

Computed properties:
<S²>: 2.018
DFT total energy: -22791.99227 eV
ΔE to the lowest compared entry with this formula, charge and spin: 0.0 kJ/mol
Multiplicity: 3
LUMO (spin up / spin down): 0.7192 / -1.0003 eV
E_HOMO (spin up / spin down): -0.2580 / -0.3362 hartree

Entry 3:
Computed, not measured: an isolated molecule of C4H12N2O in a non-equilibrium geometry, with ωB97M-V/def2-TZVPD.

Last column: natural (NBO) charge in e.
Atoms and positions in Å:
H1 -0.93891 0.75756 -2.24524  0.2054
H2 2.84648 -0.16513 0.03243  0.1698
H3 -1.76241 -0.93261 1.86995  0.3531
H4 -1.53365 1.97698 -1.03617  0.2120
C1 -0.49772 0.24487 -0.24399  -0.0411
H5 1.34289 -1.72696 -1.55856  0.4662
O1 1.98471 -1.74799 -0.83949  -0.7600
N1 0.93911 0.38269 -0.53334  -0.6777
H6 -2.37213 0.48135 -1.26110  0.2338
C2 1.83145 -0.57058 -0.00240  0.0882
C3 -1.37731 0.92441 -1.25603  -0.6231
N2 -1.97065 0.03880 1.68574  -0.8514
C4 -0.79066 0.78457 1.21333  -0.2189
H7 1.59618 -0.92294 1.00062  0.1631
H8 1.24219 0.89049 -1.34542  0.3846
H9 -1.19428 1.79590 1.21146  0.1874
H10 -0.60573 -0.83477 -0.12586  0.1735
H11 0.17454 0.65895 1.70213  0.1726
H12 -2.41296 0.45196 2.49153  0.3624

Computed properties:
DFT total energy: -9369.48451 eV
ΔE to the lowest compared entry with this formula, charge and spin: 164.9 kJ/mol
SMILES: C[C@H](CN)NCO
LUMO: 1.0316 eV
E_HOMO: -0.3217 hartree

Entry 4:
Computed, not measured: a structure of composition C10H14O8S3 in a non-equilibrium geometry, with ωB97M-V/def2-TZVPD.

Last column: natural (NBO) charge in e.
Atoms and positions in Å:
O1 -4.71757 3.15181 -3.96205  -0.4719
C1 -3.70237 2.98985 -3.29899  0.4622
O2 0.66547 1.66137 3.54681  -0.8609
H1 3.73805 -2.83451 1.14096  0.2866
H2 -4.59592 1.53008 -1.93906  0.2371
C2 2.66642 -2.31425 1.09333  -0.6368
S1 1.32414 -3.62148 1.08135  2.0771
C3 2.51666 -1.39734 -0.25716  -0.4330
C4 -2.56675 1.88174 -1.42800  -0.2437
H3 0.97345 -0.00030 -1.41397  0.2359
O3 0.09899 -3.28225 2.01057  -0.8703
H4 -0.12509 -3.62329 -0.66485  0.5148
C5 -3.67479 2.05773 -2.15436  -0.2034
H5 0.16493 -1.36208 -0.37391  0.2071
H6 1.78746 0.80681 1.35510  0.2092
S2 0.08677 0.20782 3.40713  1.6526
H7 -2.49368 4.39883 -4.45459  0.2378
H8 -2.53067 1.20220 -0.58494  0.2368
C6 0.78632 0.44670 0.86756  -0.1555
O4 1.29341 -0.81499 4.12432  -0.8479
C7 -1.32198 2.61118 -1.74054  0.4881
O5 0.81909 -3.98947 -0.52814  -0.8482
H9 2.62158 -1.57840 2.01260  0.2908
H10 3.40412 -0.63118 -0.32842  0.2360
O6 -0.14771 -0.23087 1.77829  -0.6804
C8 -1.34956 3.54330 -2.88518  -0.2248
S3 0.61850 -1.67348 5.45390  0.2735
C9 -2.45760 3.71929 -3.61154  -0.2185
O7 1.92739 -4.95811 1.65118  -0.8701
H11 2.59226 -2.14172 -1.18684  0.2336
H12 0.17585 1.33948 0.36324  0.2614
H13 1.09125 -2.99991 5.49886  0.1422
H14 -0.42843 4.07095 -3.10048  0.2352
C10 1.06678 -0.61474 -0.39470  -0.4394
O8 -0.30678 2.44922 -1.07748  -0.5136

Computed properties:
DFT total energy: -59474.59190 eV
LUMO: -2.0994 eV
E_HOMO: -0.3469 hartree

Entry 5:
Computed, not measured: an isolated molecule of C5H11N3 in a non-equilibrium geometry, with ωB97M-V/def2-TZVPD.

Last column: natural (NBO) charge in e.
Atoms and positions in Å:
C1 -1.08931 1.46498 0.67950  -0.6964
C2 2.53224 -0.32787 -0.45095  -0.6240
N1 -2.29914 -0.21654 -0.66412  -0.2640
H1 2.22202 -0.22426 -1.50469  0.2142
H2 0.08096 -0.24323 -1.00533  0.1544
C3 -1.94748 1.04478 -0.38424  -0.0182
H3 0.01486 1.13554 0.42012  0.2485
H4 3.47170 -0.88110 -0.32047  0.2168
H5 2.76779 0.72789 -0.03455  0.2039
H6 1.62867 -0.53186 1.54831  0.2148
H7 -1.33860 2.54269 0.86807  0.2409
H8 -1.21736 0.89906 1.58072  0.2441
C4 1.60366 -1.01973 0.56667  -0.4544
H9 1.74590 -2.10179 0.68442  0.2202
N2 -1.97655 -1.31221 0.01832  -0.2402
H10 -2.52898 1.72958 -1.06600  0.1983
N3 -0.76951 -1.45437 0.52074  -0.2550
H11 -3.12102 -0.32383 -1.39412  0.4147
C5 0.22015 -0.90775 -0.06240  -0.0186

Computed properties:
DFT total energy: -9828.96647 eV
ΔE to the lowest compared entry with this formula, charge and spin: 476.6 kJ/mol
LUMO (spin up / spin down): 0.6793 / 0.6795 eV
E_HOMO (spin up / spin down): -0.2633 / -0.2634 hartree

Entry 6:
Computed, not measured: a cluster of 2 separate species, C5H16N2O in total in a non-equilibrium geometry, with ωB97M-V/def2-TZVPD.

Last column: natural (NBO) charge in e.
Atoms and positions in Å:
O1 -3.11481 -1.08852 1.25210  -0.9450
C1 1.23698 1.31062 0.85743  -0.4200
N1 -0.29742 -1.40852 -1.25107  -0.6322
H1 0.69734 1.70859 1.71905  0.2130
H2 1.87782 -0.59555 -0.00706  0.1621
C2 0.82809 2.24546 -0.29467  -0.6119
H3 -1.27785 -1.45489 -3.08476  0.1954
N2 1.08370 -0.80439 1.94504  -0.8576
H4 0.64388 -1.68070 -1.49970  0.3600
H5 0.47801 3.19559 0.13532  0.2115
H6 2.24747 1.65409 1.14032  0.2095
C3 -0.89406 -0.71642 -2.38894  -0.4273
H7 1.78238 -0.42547 2.56202  0.3619
H8 1.71039 2.53146 -0.85320  0.2051
H9 -0.83303 -1.27344 0.68896  0.1782
H10 0.03872 1.86617 -0.93633  0.2047
H11 -0.87531 0.30729 -0.06891  0.2022
H12 -0.24998 -0.11032 -3.09970  0.1727
H13 1.11340 -1.81927 2.02486  0.3647
C4 -0.32388 -0.60605 -0.02839  -0.2395
H14 -2.75338 -1.41192 2.07968  0.4688
H15 -1.78204 -0.12257 -2.10966  0.1981
H16 -2.38010 -1.10617 0.60117  0.4724
C5 1.04367 -0.19507 0.61646  -0.0470

Computed properties:
DFT total energy: -10470.87896 eV
ΔE to the lowest compared entry with this formula, charge and spin: 158.5 kJ/mol
SMILES: CC[C@@H](N)CNC.O
LUMO: 1.0231 eV
E_HOMO: -0.3289 hartree

Question: DFT total energy of number 3 (C4H12N2O)?
Answer: -9369.48451 eV